{"formula": "C12H22N3O3S2Se3TeV", "method": "ωB97M-V/def2-TZVPD", "elements": ["C", "H", "H", "H", "C", "Se", "N", "C", "O", "C", "C", "H", "H", "Se", "Te", "C", "H", "H", "H", "H", "H", "C", "H", "H", "H", "O", "V", "H", "C", "S", "C", "Se", "H", "H", "C", "S", "H", "C", "H", "H", "H", "H", "N", "O", "C", "N", "H"], "coordinates": [[1.8103, 2.0217, -2.2716], [-3.2438, -4.0601, 1.0914], [-0.3031, -4.7491, 3.2200], [1.7502, 0.8768, -4.0986], [3.3283, -0.2791, 0.1560], [-1.1164, 2.3840, 4.7853], [0.8214, -0.1703, -2.5303], [3.0300, 1.3246, -1.7022], [-1.6721, 0.9633, -0.0939], [1.4147, -0.5081, -1.3317], [-1.6529, -2.8427, 1.8634], [-0.3466, -1.1272, -3.9661], [2.8727, -1.1715, 0.5752], [-2.0623, 1.0173, 3.2803], [1.8408, 3.9394, 1.5423], [-0.4051, -0.8508, -2.9052], [4.3837, -0.4709, -0.0717], [1.1432, 2.2593, -1.4394], [-2.6013, -4.6398, 2.6320], [2.0910, 2.9564, -2.7600], [0.1722, 1.4983, -3.5761], [-2.8126, 3.0869, -0.2329], [3.2573, 0.5237, 0.8916], [-2.5831, 4.2760, 1.4265], [-3.8776, 2.9279, -0.0345], [-2.5541, 1.5957, -2.0349], [-0.8984, 0.2972, 1.4660], [3.4882, 1.9609, -0.9423], [-0.4242, -2.7423, 2.4093], [0.3566, -1.1908, 2.5537], [-2.3146, 1.7783, -0.8436], [0.7291, 1.6609, 1.6149], [-1.2798, -0.2204, -2.7453], [-1.1665, 3.6392, 0.8948], [0.3551, -3.9415, 2.8916], [-2.5295, -1.4272, 1.3659], [-2.7406, 3.8151, -1.0494], [-2.3318, -4.1829, 1.6734], [0.9938, -3.6568, 3.7291], [3.7674, 1.1315, -2.4957], [-0.5046, -1.7487, -2.3029], [1.0044, -4.3360, 2.1024], [2.6354, 0.0708, -1.0708], [0.9009, -1.3408, -0.5937], [1.1142, 1.0732, -3.2210], [-2.1617, 3.4612, 1.0032], [-1.6785, -4.8827, 1.1453]], "forces_ev_per_angstrom": [[0.072, -0.036, 0.076], [-0.018, -0.023, -0.020], [-0.001, 0.015, 0.006], [-0.029, 0.072, -0.044], [-0.025, -0.089, -0.170], [0.266, 0.679, 0.319], [-0.065, 0.147, 0.061], [-0.081, -0.111, -0.019], [-0.428, -0.001, -1.121], [-0.368, -0.195, -0.128], [0.256, -0.297, 0.491], [-0.003, 0.002, 0.028], [-0.039, 0.008, 0.023], [-0.659, -0.526, 0.106], [-0.080, -0.303, -0.095], [0.040, -0.044, -0.085], [-0.013, 0.014, 0.047], [-0.040, 0.094, -0.029], [-0.022, -0.012, -0.003], [0.009, -0.034, -0.044], [-0.018, -0.010, 0.037], [0.077, 0.072, 0.184], [0.045, 0.034, 0.043], [0.001, -0.025, 0.013], [-0.018, 0.035, -0.010], [0.061, -0.162, 0.005], [-1.365, -0.169, 0.818], [0.039, -0.019, 0.016], [-0.392, -0.124, -0.020], [0.891, -1.474, 0.199], [-0.016, 0.230, -0.166], [1.653, 1.745, 0.230], [-0.043, 0.070, 0.052], [-0.146, -0.017, 0.010], [-0.006, 0.142, -0.052], [0.053, -0.045, -0.690], [-0.057, 0.066, -0.027], [-0.001, 0.150, 0.066], [0.020, -0.024, 0.010], [0.044, 0.079, 0.020], [0.001, 0.015, 0.007], [0.016, 0.012, -0.006], [-0.014, 0.247, 0.167], [0.382, -0.199, -0.126], [0.034, -0.121, -0.003], [0.003, 0.143, -0.158], [-0.015, -0.010, -0.021]], "lowdin_charge": [-0.167, 0.043, 0.055, 0.112, -0.072, -0.275, -0.080, -0.178, -0.273, -0.510, -0.769, 0.078, 0.071, -0.001, -0.008, -0.043, 0.080, 0.084, 0.066, 0.114, 0.118, -0.200, 0.044, 0.068, 0.118, 0.004, -0.343, 0.093, -0.742, 0.571, -0.607, -0.018, 0.066, -0.020, -0.140, 0.595, 0.102, -0.152, 0.054, 0.114, 0.084, 0.072, -0.087, -0.001, -0.173, -0.014, 0.068], "spin_multiplicity": 1, "e_lumo_ev": [4.06, 4.08], "total_charge": -2, "homo_energy_ha": [-0.0141, -0.0112], "largest_force_ev_per_a": 2.4, "homo_lumo_gap_ev": [4.444, 4.387], "relative_energy_kj_mol": 46.16}

{"formula": "C3H12PS", "method": "ωB97M-V/def2-TZVPD", "elements": ["H", "C", "H", "H", "H", "H", "C", "H", "C", "H", "H", "H", "S", "H", "H", "P", "H"], "coordinates": [[1.5019, 0.6307, 0.5833], [-0.6844, -0.6114, -0.4304], [-2.2645, 1.2277, -0.5669], [-0.5514, 0.4469, 1.7695], [2.6440, 0.3683, -0.7227], [-1.4494, -0.8863, -1.1633], [1.7854, -0.0615, -0.2060], [-1.9967, 1.9225, 1.4053], [0.6183, -0.2967, -1.1564], [0.4772, 0.6010, -1.7675], [-2.4719, -0.1014, 1.0799], [1.4072, -1.6910, 1.4749], [2.4121, -1.5681, 0.6037], [0.8818, -1.1091, -1.8445], [-0.5310, -1.4767, 0.2252], [-1.4142, 0.8345, 0.5988], [-0.3643, 1.7704, 0.1169]], "forces_ev_per_angstrom": [[-0.045, 0.043, -0.021], [0.223, -0.075, -0.130], [-0.042, 0.043, 0.013], [0.070, -0.012, 0.019], [0.074, -0.071, -0.043], [-0.078, 0.001, 0.004], [-0.077, 0.146, 0.047], [0.003, 0.003, -0.058], [-0.151, -0.178, -0.029], [0.028, 0.117, 0.047], [0.046, 0.020, -0.026], [-0.074, -0.028, 0.066], [0.132, -0.028, -0.035], [0.081, 0.030, -0.054], [-0.107, 0.044, 0.117], [-0.186, -0.085, 0.071], [0.103, 0.031, 0.012]], "lowdin_charge": [0.032, -0.479, -0.089, -0.083, 0.052, 0.044, -0.607, -0.118, -0.387, 0.087, -0.084, -0.167, 0.627, 0.082, 0.035, 0.131, -0.078], "spin_multiplicity": 1, "e_lumo_ev": 3.31, "total_charge": -1, "homo_energy_ha": -0.1112, "largest_force_ev_per_a": 0.3, "homo_lumo_gap_ev": 6.332}

{"formula": "C17H12Cl2N6S2", "method": "ωB97M-V/def2-TZVPD", "elements": ["C", "C", "H", "H", "N", "C", "C", "H", "C", "H", "C", "C", "S", "H", "Cl", "C", "H", "N", "N", "C", "C", "C", "Cl", "C", "C", "N", "H", "C", "S", "H", "H", "N", "H", "N", "H", "H", "C", "C", "C"], "coordinates": [[0.0272, -1.4362, -0.2371], [0.0248, -1.8540, 2.3855], [2.4414, 2.8699, -1.5378], [-0.8241, 1.8629, -5.4527], [0.6887, -0.0064, 1.7037], [-0.1439, -3.9375, 3.7889], [0.1564, -1.1577, 1.2065], [-2.5670, 1.5244, -5.3413], [-0.4373, -3.2690, 2.5604], [-0.7699, -1.4571, -2.6719], [-1.7484, 2.6104, -3.6661], [2.5261, 3.5613, 0.4574], [1.1458, 1.5530, 3.7097], [-1.3963, 1.9297, -1.5845], [-0.5381, -6.0595, 5.3357], [0.4347, 0.1018, 3.0760], [1.6146, 0.7274, -1.0971], [-1.1777, 1.7330, -2.6066], [-0.9192, -0.6000, -0.8288], [1.8017, 1.3269, -0.2154], [2.2944, 2.5868, -0.5600], [1.5378, 1.9965, 2.0947], [-1.7887, -3.7727, 0.1072], [-1.2026, 0.4418, -3.0329], [-0.7068, -5.2152, 3.9203], [0.1850, -1.0650, 3.5179], [-1.1154, 3.5480, -3.9034], [1.3645, 1.0640, 1.0862], [-1.4624, -5.6676, 2.4017], [2.2758, 3.9625, 2.5554], [3.0436, 4.4512, 0.3168], [-0.7731, -0.5836, -2.1927], [-2.8841, 2.7595, -3.4186], [-1.4863, 0.1591, -4.2902], [0.3923, -3.3724, 4.4753], [0.6905, -1.9860, -0.8010], [2.1634, 3.2075, 1.7750], [-1.1973, -4.0706, 1.7490], [-1.6704, 1.5327, -4.7851]], "forces_ev_per_angstrom": [[-5.175, 5.390, -0.046], [-1.981, -2.140, 0.190], [0.539, 0.150, -2.150], [-0.704, -0.696, 0.300], [-0.751, 2.589, -2.018], [-1.874, -1.826, -1.383], [1.275, -1.484, 1.186], [-0.894, 0.294, -1.014], [-0.260, 0.245, -0.080], [0.165, -0.690, -0.299], [-1.077, -1.304, 0.654], [-1.255, -3.436, 1.026], [-0.643, -0.155, 0.518], [0.534, -0.498, -1.952], [-0.163, -1.377, 0.972], [2.696, -0.101, -2.257], [-0.188, -0.652, 0.473], [-0.242, 1.599, 2.360], [4.671, -2.303, 1.751], [-0.712, 0.689, -0.996], [-0.023, 0.482, 3.760], [1.810, 2.179, -1.078], [0.214, -0.367, 1.183], [-0.355, -1.945, -0.954], [1.296, 3.434, -2.051], [-1.269, -1.941, 0.663], [-1.358, -1.500, 0.692], [-0.743, -0.097, 0.915], [-0.066, 0.506, 0.752], [0.177, -0.265, -0.098], [0.511, 1.535, -0.565], [-0.505, 0.366, -0.438], [2.138, 0.541, -0.424], [0.757, 2.087, 2.894], [0.794, 0.373, 1.650], [1.319, -1.351, -1.144], [-0.108, 0.954, -0.427], [0.305, -0.259, -0.639], [1.146, 0.972, -1.927]], "lowdin_charge": [-0.082, -0.164, 0.075, 0.113, 0.013, -0.148, -0.142, 0.076, -0.256, 0.127, -0.151, -0.049, 1.111, 0.156, 0.697, -0.562, 0.099, 0.027, 0.086, -0.006, -0.057, -0.496, 0.635, -0.460, -1.041, 0.133, 0.129, -0.174, 0.973, 0.106, 0.078, 0.000, 0.134, 0.079, 0.086, 0.091, -0.087, -0.894, -0.255], "spin_multiplicity": 1, "e_lumo_ev": -0.18, "homo_energy_ha": -0.2979, "smiles": "Clc1cc(-c2nc3sc4ccccc4n3c2/C=N/NC2=NCCN2)c(Cl)s1", "largest_force_ev_per_a": 7.5, "homo_lumo_gap_ev": 7.923}

| no. | molecular weight (g/mol) |
| --- | --- |
| 1 | 735.88 |
| 2 | 111.17 |
| 3 | 435.36 |